Entry from the OMol25 dataset: a structure of composition C4H6Cl3O3P (ωB97M-V with the def2-TZVPD basis set).

Each line ends with the Mulliken charge.
Element x y z (Å)
C  -0.76838  1.56752  1.13134  -1.19
C  -0.84134  0.38683  0.00554  -0.20
C  -0.22800  -2.04551  -2.75594  -0.49
C  0.50994  0.12256  -0.50561  0.37
O  1.08947  -0.97891  -0.56153  -0.51
O  1.33501  -3.67670  -1.30147  -0.69
O  2.55915  -1.99014  -2.84510  -0.69
P  1.37063  -2.46701  -2.13185  1.00
Cl  0.02562  4.01204  10.64424  -1.00
Cl  -0.53776  -0.29146  -2.90241  -0.18
Cl  1.42429  1.66694  -0.81452  -0.21
H  -1.60522  1.68212  1.83953  0.34
H  -0.81108  2.49936  0.50752  0.31
H  0.11244  1.60454  1.78522  0.33
H  -1.20989  -0.48340  0.54700  0.27
H  -1.50820  0.72528  -0.71619  0.38
H  -0.91668  -2.33406  -1.92577  0.16

The value obtained for the energy above the lowest of the compared OMol25 structures with the same formula, charge and spin is 6.2 kcal per mole. The total energy comes out at -2103.75429 a.u. Its net charge is -2. The orbital gap is 6.609 eV. As for the spin multiplicity: 1.